[1]
C26H20N2O2SSbSe4W | the ωB97M-V functional and the def2-TZVPD basis

Geometry (Å):
1 W 1.53224 -1.12989 1.16782
2 Se 5.22481 -2.48159 4.92249
3 Sb 3.27805 -2.99804 3.64428
4 Se 1.65102 -0.97019 3.61141
5 Se 3.63222 -2.61282 1.15815
6 Se 1.94671 -4.96061 4.08010
7 C -1.84605 4.14643 -3.14747
8 C -0.89693 3.02754 -2.81982
9 C -1.02596 1.78116 -3.43098
10 C -0.19321 0.73215 -3.08685
11 C 0.77885 0.93128 -2.11486
12 C 0.94237 2.16539 -1.51060
13 C 0.10203 3.20688 -1.87104
14 S 1.76749 -0.43698 -1.61760
15 O 2.57267 0.03240 -0.45639
16 O 2.44574 -0.94478 -2.76767
17 N 0.86438 -1.46327 -0.84077
18 C 0.08655 -2.53850 -1.18574
19 C -0.25779 -2.99702 -2.43481
20 C -1.09979 -4.11813 -2.54896
21 C -1.58610 -4.76043 -1.44310
22 C -1.23184 -4.31222 -0.14949
23 C -1.67699 -4.93031 1.04666
24 C -1.26738 -4.43299 2.24111
25 C -0.41207 -3.31436 2.28545
26 N 0.02557 -2.70202 1.19769
27 C -0.38567 -3.20457 -0.02712
28 H -2.26885 4.03157 -4.14544
29 H -1.34816 5.11438 -3.09179
30 H -2.67276 4.15951 -2.43317
31 H -1.79297 1.63025 -4.18138
32 H -0.30331 -0.23245 -3.56463
33 H 1.70356 2.30377 -0.75665
34 H 0.21660 4.16734 -1.38261
35 H 0.14358 -2.51682 -3.31684
36 H -1.35942 -4.47577 -3.53719
37 H -2.23319 -5.62301 -1.53811
38 H -2.32483 -5.79632 0.98621
39 H -1.54803 -4.88312 3.18198
40 H -0.08411 -2.92359 3.23378
41 C 1.15782 4.56189 2.27934
42 C 2.12101 3.53143 2.33530
43 C 1.77406 2.24792 2.02027
44 C 0.45571 1.90313 1.61752
45 C 0.11787 0.56076 1.22555
46 C -1.17957 0.36511 0.79498
47 C -2.14410 1.39596 0.74179
48 C -1.81694 2.66543 1.11685
49 C -0.50132 2.95013 1.55733
50 C -0.12184 4.27193 1.90339
51 H 1.43582 5.57613 2.53877
52 H 3.13564 3.75682 2.63835
53 H 2.52521 1.47005 2.08406
54 H -1.49488 -0.62076 0.46350
55 H -3.14645 1.17071 0.39391
56 H -2.54472 3.46886 1.07594
57 H -0.87240 5.05422 1.85710

Output
Expectation value of S²: 2.035
HOMO energy (alpha / beta), eV: -4.36 / -4.53
ΔE to the lowest compared entry with this formula, charge and spin, kcal per mole: 0.0
Gap between HOMO and LUMO (alpha / beta), eV: 5.936 / 5.963
LUMO energy (alpha / beta), eV: 1.58 / 1.43
E_tot, eV: -314950.3599
Multiplicity: 3
Net charge: -1

These are the Mulliken partial charges, in e, on atoms 1 to 4: number 1, W, carries 1.000; number 2, Se, carries -0.629; number 3, Sb, carries 0.652; number 4, Se, carries -0.409

[2]
C5H5I | the ωB97M-V functional and the def2-TZVPD basis

Geometry (Å):
1 C -0.75074 0.16985 -1.41132
2 C -0.03552 -0.68673 -0.91340
3 C 1.01826 -1.56348 -0.37397
4 H -1.57379 0.74944 -1.73626
5 H 2.04907 -0.96527 -0.12349
6 H 1.07042 -2.30992 -1.14331
7 H 0.46680 -1.99767 0.45226
8 C 0.11139 1.27209 1.61708
9 C -0.75662 1.80260 1.02303
10 I -2.34396 2.97889 0.62996
11 H 0.74469 0.55019 1.97942

Output
HOMO energy, eV: -9.27
ΔE to the lowest compared entry with this formula, charge and spin, kcal per mole: 14.0
SMILES: C#CC.C#CI
Gap between HOMO and LUMO, eV: 9.587
LUMO energy, eV: 0.32
E_tot, eV: -13361.3741

These are the Mulliken partial charges, in e, on atoms 1 to 4: number 1, C, carries -0.357; number 2, C, carries 0.058; number 3, C, carries -1.073; number 4, H, carries 0.475